[1]
{
  "formula": "C24H25BF8N2OPtS",
  "method": "ωB97M-V/def2-TZVPD",
  "species": ["Pt", "C", "C", "N", "C", "C", "C", "C", "N", "C", "C", "F", "C", "F", "C", "C", "F", "C", "F", "H", "H", "H", "H", "H", "H", "H", "H", "H", "H", "H", "H", "H", "H", "H", "F", "B", "F", "F", "F", "O", "S", "C", "C", "C", "C", "C", "C", "C", "C", "C", "C", "C", "C", "H", "H", "H", "H", "H", "H", "H", "H", "H", "H"],
  "positions_angstrom": [[-0.7289, -0.2981, 0.0229], [-0.7833, 4.0396, 0.6659], [-0.4447, 2.6325, 0.2052], [-1.4244, 1.5616, 0.6148], [-2.7908, 1.9232, 0.1512], [-2.8606, 2.1639, -1.3437], [-1.3951, 1.3622, 2.0874], [-0.0081, 0.8955, 2.5142], [0.6084, 0.2059, 1.3913], [1.7735, -0.5087, 1.5179], [2.6426, -0.5851, 0.4108], [2.3082, 0.0680, -0.7085], [3.8100, -1.3086, 0.4446], [4.5893, -1.3455, -0.6454], [4.2120, -1.9787, 1.5886], [3.3827, -1.9123, 2.6843], [3.7119, -2.5661, 3.8101], [2.1868, -1.2160, 2.6513], [1.3828, -1.2856, 3.7339], [0.0516, 4.6869, 0.3958], [-0.9079, 4.1142, 1.7467], [-1.6747, 4.4435, 0.1862], [0.5274, 2.3249, 0.5720], [-0.3861, 2.5909, -0.8800], [-3.0853, 2.8360, 0.6777], [-3.4569, 1.1227, 0.4712], [-2.3751, 3.1010, -1.6181], [-3.9017, 2.2130, -1.6557], [-2.4115, 1.3416, -1.8938], [-2.1512, 0.6095, 2.3062], [-1.6685, 2.2866, 2.6037], [-0.1096, 0.2833, 3.4109], [0.6042, 1.7651, 2.7899], [5.1413, -2.5282, 1.6195], [-2.3417, -1.2279, -0.9751], [-3.8330, -1.2084, -1.2577], [-4.4211, -0.8990, -0.0409], [-4.1019, -2.4917, -1.6834], [-4.0693, -0.2603, -2.2190], [0.2326, -2.0912, -0.3401], [-0.5818, -3.3329, -0.7551], [-1.3672, -3.8880, 0.7477], [-1.0929, -3.2752, 1.9566], [-1.7399, -3.7346, 3.0957], [-2.6461, -4.7813, 3.0082], [-2.9156, -5.3781, 1.7822], [-2.2775, -4.9287, 0.6387], [0.7147, -4.5451, -0.8486], [0.6553, -5.4697, -1.8781], [1.6493, -6.4363, -1.9692], [2.6844, -6.4473, -1.0478], [2.7384, -5.4987, -0.0296], [1.7473, -4.5412, 0.0800], [-0.3853, -2.4566, 2.0075], [-1.5328, -3.2690, 4.0502], [-3.1532, -5.1300, 3.8982], [-3.6335, -6.1843, 1.7145], [-2.4965, -5.3700, -0.3264], [-0.1507, -5.4254, -2.6007], [1.6195, -7.1683, -2.7650], [3.4628, -7.1955, -1.1226], [3.5580, -5.5116, 0.6769], [1.7726, -3.7880, 0.8596]],
  "lumo_ev": 0.06,
  "de_lowest_kj_mol": 1.2,
  "largest_force_ev_per_a": 0.69,
  "charge": 0,
  "gap_ev": 7.8
}

=====

[2]
{
  "formula": "C24H25Cl2Si",
  "method": "ωB97M-V/def2-TZVPD",
  "species": ["Cl", "C", "C", "C", "C", "C", "C", "C", "C", "C", "C", "C", "Cl", "C", "C", "C", "C", "H", "H", "H", "H", "H", "H", "H", "H", "H", "H", "H", "C", "Si", "C", "H", "C", "C", "C", "C", "C", "C", "C", "H", "H", "H", "H", "H", "H", "H", "H", "H", "H", "H", "H", "H"],
  "positions_angstrom": [[-5.5754, -5.5951, 4.3908], [-4.3640, -4.7354, 3.5202], [-3.0315, -5.1359, 3.5871], [-2.0803, -4.5217, 2.8137], [-2.4257, -3.4659, 1.9429], [-1.4847, -2.9619, 0.9946], [-1.7299, -1.8542, 0.2000], [-1.1068, -1.5783, -0.9998], [-1.5060, -0.5186, -1.8679], [-1.1621, -0.5963, -3.2312], [-1.5654, 0.3662, -4.1145], [-2.3095, 1.4577, -3.6779], [-2.7575, 2.6921, -4.7883], [-2.6695, 1.5531, -2.3367], [-2.2861, 0.5838, -1.4465], [-3.7692, -3.0303, 1.9468], [-4.7167, -3.6623, 2.7090], [-2.7683, -5.9490, 4.2423], [-1.0537, -4.8428, 2.8655], [-0.6094, -3.5583, 0.7959], [-2.5340, -1.2033, 0.4918], [-0.3724, -2.2733, -1.3682], [-0.6108, -1.4552, -3.5760], [-1.3286, 0.2839, -5.1607], [-3.2482, 2.3994, -2.0096], [-2.5572, 0.6915, -0.4114], [-4.0664, -2.2189, 1.3083], [-5.7479, -3.3577, 2.6660], [1.1470, 1.1952, 2.5971], [1.9730, 0.5173, 1.0610], [3.3329, -0.7007, 1.4714], [0.9617, -0.2001, 0.2933], [2.6197, 1.8954, -0.0055], [3.6088, 2.7267, 0.4743], [4.1052, 3.7535, -0.3062], [3.6173, 3.9649, -1.5876], [4.1589, 5.0767, -2.4236], [2.6191, 3.1230, -2.0624], [2.1264, 2.0991, -1.2757], [0.3481, 1.8792, 2.3224], [0.7348, 0.3998, 3.2133], [1.8950, 1.7358, 3.1704], [3.7711, -1.0946, 0.5579], [4.0992, -0.1742, 2.0336], [2.9603, -1.5285, 2.0698], [3.9909, 2.5687, 1.4673], [4.8772, 4.4011, 0.0763], [3.6866, 5.1126, -3.4063], [3.9945, 6.0437, -1.9456], [5.2328, 4.9629, -2.5804], [2.2277, 3.2749, -3.0543], [1.3491, 1.4542, -1.6469]],
  "lumo_ev": -5.81,
  "de_lowest_kj_mol": 0.0,
  "largest_force_ev_per_a": 1.08,
  "charge": 1,
  "gap_ev": 5.1
}

=====

[3]
{
  "formula": "C24H25F5NOSc",
  "method": "ωB97M-V/def2-TZVPD",
  "species": ["C", "C", "C", "H", "C", "C", "H", "C", "C", "C", "H", "C", "C", "H", "H", "H", "H", "H", "H", "Sc", "C", "C", "C", "H", "H", "H", "H", "H", "H", "C", "C", "H", "H", "O", "N", "C", "H", "C", "C", "H", "C", "H", "C", "H", "C", "H", "C", "H", "H", "H", "F", "C", "F", "C", "F", "F", "F"],
  "positions_angstrom": [[-0.2575, -0.8169, 1.8073], [-1.4872, -1.1398, 1.1493], [-1.2184, -2.1232, 0.1597], [-2.4743, -0.7494, 1.3898], [0.1859, -2.4179, 0.1956], [0.7703, -1.6124, 1.2087], [0.6957, -3.2180, -0.3436], [-0.3130, 2.5153, 0.1987], [-1.5032, 1.9693, 0.7488], [-2.2488, 1.3517, -0.2923], [-1.8030, 2.0418, 1.7881], [-1.5059, 1.5126, -1.5007], [-0.3016, 2.2497, -1.1990], [-1.9594, -2.6381, -0.4561], [1.7970, -1.6979, 1.5503], [-0.1179, -0.1278, 2.6393], [0.4159, 2.6188, -1.9375], [-3.2262, 0.8641, -0.2166], [0.4386, 3.1029, 0.7213], [-0.0683, -0.0568, -0.4233], [-1.7222, 0.7963, -2.8061], [-1.3831, 1.7780, -3.9296], [-3.1673, 0.3320, -2.9512], [-1.9022, 2.7281, -3.7310], [-1.7029, 1.3950, -4.9049], [-0.3121, 1.9890, -3.9657], [-3.8333, 1.1994, -2.8140], [-3.4380, -0.4279, -2.2082], [-3.3312, -0.0862, -3.9536], [-0.7235, -0.4064, -2.6771], [-0.1372, -1.0549, -3.9240], [-1.1659, -1.2196, -2.0497], [0.2693, 0.0172, -2.2786], [0.6844, -0.3721, -4.5391], [-0.4608, -2.3847, -4.1632], [-0.0337, -3.3991, -3.1744], [-0.2422, -2.6476, -5.1212], [-1.1846, -4.1635, -2.5693], [-0.9142, -5.1740, -1.6399], [0.1225, -5.4568, -1.4449], [-1.9585, -5.7850, -0.9511], [-1.7429, -6.5394, -0.1988], [-3.2818, -5.4194, -1.2114], [-4.1000, -5.8732, -0.6517], [-3.5543, -4.4839, -2.2106], [-4.5764, -4.2166, -2.4631], [-2.5065, -3.8590, -2.9033], [-2.6894, -3.1250, -3.6887], [0.5663, -2.9399, -2.3655], [0.6589, -4.0944, -3.6735], [2.3402, 1.0942, 1.0614], [2.3184, 0.5340, -0.2095], [2.4813, 1.5725, -1.1141], [3.5114, -0.4032, -0.3745], [4.6601, 0.2740, -0.5916], [3.6823, -1.1779, 0.7298], [3.3063, -1.2312, -1.4463]],
  "lumo_ev": 0.32,
  "largest_force_ev_per_a": 3.33,
  "charge": 0,
  "gap_ev": 8.6
}

=====

[4]
{
  "formula": "C24H25FN4O2",
  "method": "ωB97M-V/def2-TZVPD",
  "species": ["O", "C", "N", "C", "C", "C", "C", "C", "C", "N", "C", "N", "C", "C", "N", "C", "C", "C", "C", "F", "C", "C", "C", "C", "O", "C", "C", "C", "C", "C", "C", "H", "H", "H", "H", "H", "H", "H", "H", "H", "H", "H", "H", "H", "H", "H", "H", "H", "H", "H", "H", "H", "H", "H", "H", "H"],
  "positions_angstrom": [[-2.6467, -0.9863, -1.3444], [-2.8090, -1.2270, -0.1757], [-2.2872, -2.2910, 0.4833], [-1.1356, -2.9789, -0.0449], [0.1591, -2.4853, 0.6332], [1.4066, -3.0910, 0.0320], [1.6293, -3.1852, -1.3386], [2.8390, -3.6817, -1.7954], [3.7926, -4.0644, -0.8648], [3.5964, -3.9816, 0.4394], [2.4409, -3.5098, 0.8669], [0.1768, -1.0251, 0.6720], [1.0589, -0.4749, 1.6836], [0.7352, 1.0159, 1.8370], [0.9104, 1.7363, 0.5979], [2.1385, 2.2830, 0.2581], [2.2334, 3.1294, -0.8561], [3.4193, 3.7451, -1.1955], [4.5386, 3.5328, -0.4117], [5.7066, 4.1356, -0.7407], [4.4827, 2.7204, 0.7026], [3.2921, 2.0995, 1.0299], [0.0740, 1.1435, -0.4246], [0.3949, -0.3473, -0.5931], [-3.5667, -0.4949, 0.6793], [-4.3001, 0.5827, 0.1986], [-5.0590, 0.5107, -0.9594], [-5.7985, 1.6131, -1.3520], [-5.7902, 2.7718, -0.5953], [-5.0359, 2.8327, 0.5646], [-4.2862, 1.7419, 0.9634], [-2.4010, -2.2880, 1.4860], [-1.2397, -4.0545, 0.1234], [-1.1314, -2.7891, -1.1181], [0.1070, -2.8008, 1.6849], [0.8735, -2.8785, -2.0458], [3.0365, -3.7661, -2.8528], [4.7544, -4.4541, -1.1702], [2.3303, -3.4657, 1.9441], [0.8782, -0.9854, 2.6331], [2.1219, -0.6020, 1.4144], [1.3327, 1.4694, 2.6270], [-0.3218, 1.1064, 2.1112], [1.3595, 3.3282, -1.4558], [3.4806, 4.3949, -2.0543], [5.3667, 2.5680, 1.3018], [3.2807, 1.4579, 1.8961], [0.2104, 1.6452, -1.3794], [-0.9720, 1.2506, -0.1212], [-0.2759, -0.7566, -1.3468], [1.4391, -0.4492, -0.9403], [-5.0628, -0.3926, -1.5477], [-6.3878, 1.5607, -2.2550], [-6.3714, 3.6264, -0.9075], [-5.0260, 3.7335, 1.1597], [-3.6920, 1.7716, 1.8638]],
  "lumo_ev": 0.57,
  "de_lowest_kj_mol": 62.4,
  "largest_force_ev_per_a": 0.56,
  "charge": 0,
  "smiles": "O=C(NC[C@@H](c1cccnc1)N1CCN(c2ccc(F)cc2)CC1)Oc1ccccc1",
  "gap_ev": 8.1
}

=====

> Number 3 is which compound?

C24H25F5NOSc

=====

> charge of number 1 (C24H25BF8N2OPtS)?

0